{"formula": "C5H10NO", "method": "ωB97M-V/def2-TZVPD", "symbols": ["C", "C", "C", "C", "C", "N", "O", "H", "H", "H", "H", "H", "H", "H", "H", "H", "H"], "coordinates": [[-0.19605, 0.67935, 1.57637], [0.66735, 0.12206, 0.39613], [-0.35558, 0.63474, -0.56157], [0.09958, 1.58366, -1.52516], [-1.32045, -1.62810, -0.87970], [-1.23066, -0.29505, -0.85735], [-1.14890, -0.27418, 1.53285], [0.70178, 0.48541, 2.15533], [-0.29143, 1.73761, 1.61806], [1.51156, 0.75735, 0.34090], [0.76367, -1.08987, 0.22027], [-1.92952, 0.12222, 1.81639], [0.05257, 1.43973, -2.57728], [0.92836, 2.20877, -1.34415], [-1.95532, -1.87736, -0.09098], [-0.41662, -2.38374, -0.69613], [-1.73125, -2.04262, -1.79892]], "atomic_forces_ev_per_a": [[4.4974, -2.6904, -0.0073], [-0.6673, 0.2444, -1.4652], [0.7646, -3.1921, -5.1162], [-0.2371, -0.8533, 1.0967], [2.1300, -4.4567, -0.0689], [0.3671, 4.8526, -0.5541], [-0.3455, -0.5207, 1.2966], [-0.6901, -0.2303, 2.3604], [-1.1591, 0.8195, -0.3309], [1.4686, -0.1905, -0.2134], [0.0261, 3.4173, 1.2234], [-2.7497, 0.5449, 0.9824], [-1.2739, -0.2239, -0.7516], [0.7423, 0.7334, 1.0101], [-1.5957, -0.8224, 1.1063], [-0.8132, 2.0804, -0.3066], [-0.4642, 0.4879, -0.2618]], "lowdin_charge": [-0.21, -0.04, -0.32, 0.27, -0.11, 0.13, 0.03, 0.14, 0.15, 0.11, 0.20, 0.11, 0.10, 0.08, 0.09, 0.15, 0.12], "energy_ev": -8870.6153, "lumo_energy_ev": [-6.66, -6.44], "homo_energy_ev": [-13.984, -14.211], "total_charge": 1, "orbital_gap_ha": [0.2690, 0.2857], "relative_energy_ev": 7.965}